1.
{
  "formula": "C42H52Cl3CsGe2N5O2S3Si",
  "method": "wB97M-V/def2-TZVPD",
  "symbols": ["Cs", "N", "C", "S", "N", "N", "C", "C", "C", "C", "C", "C", "C", "C", "C", "C", "C", "C", "N", "H", "H", "H", "H", "H", "H", "H", "H", "H", "H", "H", "O", "S", "C", "C", "C", "C", "S", "O", "C", "C", "C", "C", "C", "C", "C", "C", "C", "C", "C", "C", "H", "H", "H", "H", "H", "H", "H", "H", "H", "H", "H", "H", "H", "H", "H", "H", "H", "H", "C", "Si", "C", "C", "C", "C", "C", "C", "C", "H", "H", "H", "H", "H", "H", "H", "H", "H", "H", "H", "Cl", "Ge", "Cl", "Cl", "N", "C", "H", "C", "Ge", "C", "C", "C", "H", "H", "H", "H", "H", "H", "H", "H", "H", "H", "H"],
  "xyz": [[-1.31825, 0.34127, -0.88613], [-4.44763, -0.86701, 2.17569], [-3.36503, 0.02243, 1.97331], [-1.81978, -0.52411, 2.57758], [-3.68016, 1.12189, 1.36760], [-2.64171, 1.95823, 1.00804], [-2.98269, 3.22347, 0.77843], [-4.36940, 3.69934, 1.06780], [-5.45744, 3.21892, 0.33889], [-6.74393, 3.66018, 0.60268], [-6.97211, 4.59089, 1.61118], [-5.90088, 5.07179, 2.34877], [-4.61228, 4.62588, 2.07741], [-2.00919, 4.13794, 0.28961], [-2.35055, 5.48595, -0.04686], [-1.40592, 6.35243, -0.51384], [-0.07261, 5.91076, -0.66009], [0.17307, 4.58343, -0.35221], [-0.70778, 3.69459, 0.08767], [-4.35412, -1.35867, 3.05184], [-5.32855, -0.37480, 2.09032], [-5.27515, 2.49114, -0.44037], [-7.57561, 3.28086, 0.01963], [-7.97871, 4.93744, 1.81746], [-6.06853, 5.79608, 3.13840], [-3.77078, 4.99892, 2.64954], [-3.37863, 5.80851, 0.04898], [-1.68452, 7.36573, -0.78392], [0.71249, 6.55286, -1.03666], [1.18755, 4.20076, -0.47976], [1.55433, -1.38691, -0.79009], [2.44864, -2.55660, -0.57839], [2.12970, -3.70956, -1.95319], [0.69250, -3.70452, -2.44142], [-0.25211, -4.65745, -1.71387], [-1.62150, -4.66586, -2.39027], [-2.72887, -3.36552, -1.76961], [-1.85518, -2.20878, -1.41015], [-3.20799, -4.14690, -0.23092], [-3.95950, -5.31843, -0.24651], [-4.37397, -5.87076, 0.95228], [-4.06193, -5.23763, 2.15365], [-3.34561, -4.05303, 2.15001], [-2.91149, -3.49768, 0.95174], [1.70571, -3.49122, 0.76352], [0.67326, -2.89633, 1.46889], [0.12772, -3.55969, 2.56134], [0.61412, -4.80424, 2.93207], [1.66041, -5.38838, 2.22417], [2.21920, -4.72657, 1.14269], [2.47733, -4.69713, -1.63867], [2.79246, -3.33925, -2.73575], [0.70769, -3.95922, -3.50489], [0.30684, -2.68671, -2.38186], [-0.35892, -4.37680, -0.66336], [0.15456, -5.67398, -1.72990], [-2.15797, -5.60716, -2.25779], [-1.53092, -4.47408, -3.46173], [-4.22699, -5.79106, -1.18576], [-4.95453, -6.78521, 0.95135], [-4.40253, -5.66413, 3.08947], [-3.12799, -3.51759, 3.06673], [-2.38921, -2.54462, 0.96684], [0.28727, -1.92768, 1.17368], [-0.68161, -3.08097, 3.10160], [0.18291, -5.32189, 3.78042], [2.04449, -6.35742, 2.51979], [3.04858, -5.16786, 0.60042], [4.44712, 3.37833, -0.49752], [3.30755, 1.94971, -0.95052], [2.32715, 2.41940, -2.47474], [4.41906, 0.49657, -1.45737], [5.62242, 0.20498, -0.81200], [6.43516, -0.84518, -1.22219], [6.06796, -1.62062, -2.31209], [4.88333, -1.34157, -2.98076], [4.06874, -0.30338, -2.55009], [5.09441, 3.63889, -1.33867], [5.08251, 3.14095, 0.35967], [3.85525, 4.26010, -0.23830], [2.87269, 2.22141, -3.39992], [2.06735, 3.48011, -2.46149], [1.37855, 1.87996, -2.51363], [5.93861, 0.80985, 0.02812], [7.35995, -1.05242, -0.69564], [6.70428, -2.43369, -2.64272], [4.59039, -1.92914, -3.84342], [3.13950, -0.11891, -3.07486], [-2.25629, 5.19592, -5.57124], [-0.71693, 4.00093, -4.35897], [-2.18047, 2.50957, -3.41349], [-0.10996, 2.59371, -6.20472], [0.64417, -0.14458, -4.99243], [1.17945, -1.12417, -4.67921], [0.25589, 0.75460, -5.31489], [1.56084, 0.45102, 3.39555], [2.76085, 1.53136, 2.30522], [4.57650, 0.79596, 2.56126], [2.78497, 3.38173, 2.94780], [2.16599, 1.50646, 0.44787], [1.73771, 0.62763, 4.45911], [1.72000, -0.61170, 3.19278], [0.51759, 0.67561, 3.16664], [4.75162, 0.65525, 3.63055], [5.34653, 1.46709, 2.17694], [4.67999, -0.17182, 2.06819], [3.08852, 3.42582, 3.99591], [1.78765, 3.81429, 2.85363], [3.47638, 3.98689, 2.35923], [1.28086, 2.15940, 0.42001], [1.80616, 0.49537, 0.24487]],
  "lowdin_spin": [0.005, 0.027, 0.073, 0.026, -0.010, 0.255, 0.093, 0.009, 0.003, 0.001, 0.003, 0.001, 0.006, 0.121, 0.040, 0.058, 0.120, 0.011, 0.131, 0.004, 0.002, 0.000, 0.000, 0.000, 0.000, 0.001, 0.001, 0.002, 0.011, -0.003, 0.000, 0.000, 0.000, 0.000, 0.000, 0.000, 0.000, 0.000, 0.000, 0.000, 0.000, 0.000, 0.000, 0.000, 0.000, 0.001, 0.000, 0.000, 0.000, 0.000, 0.000, 0.000, 0.000, 0.000, 0.000, 0.000, 0.000, 0.000, 0.000, 0.000, 0.000, 0.000, 0.000, 0.001, 0.000, 0.000, 0.000, 0.000, 0.000, 0.000, 0.000, 0.000, 0.000, 0.000, 0.000, 0.000, 0.000, 0.000, 0.000, 0.000, 0.000, 0.000, 0.000, 0.000, 0.000, 0.000, 0.000, 0.000, 0.000, 0.001, 0.000, 0.000, 0.000, 0.000, 0.000, 0.000, 0.000, 0.000, 0.000, 0.000, 0.000, 0.000, 0.001, 0.000, 0.000, 0.000, 0.000, 0.000, 0.000, 0.000, 0.000],
  "s_squared": 0.7778,
  "spin_multiplicity": 2,
  "homo_lumo_gap_ev": [2.5, 4.9],
  "homo_ev": [0.63, -1.74],
  "charge": -2,
  "energy_ha": -9094.69426
}

=====

2.
{
  "formula": "C6H15BCl4O2P",
  "method": "wB97M-V/def2-TZVPD",
  "symbols": ["C", "C", "C", "C", "P", "B", "O", "O", "C", "H", "H", "H", "H", "H", "H", "H", "H", "H", "H", "H", "H", "H", "H", "H", "C", "Cl", "Cl", "Cl", "Cl"],
  "xyz": [[0.85080, -2.00262, 1.51480], [1.43381, -1.18598, 0.34344], [0.40511, -0.31063, -0.37416], [0.26154, 1.09498, 0.22840], [-1.09173, 1.27745, 1.41698], [-2.65164, 0.10191, 1.10137], [-2.88502, -0.84094, 2.04779], [-3.42001, 0.34402, 0.04494], [-3.50824, -0.59282, -1.05387], [1.30487, -1.73797, 2.46456], [-0.21378, -1.77761, 1.62108], [0.93277, -3.06893, 1.34381], [1.82718, -1.87689, -0.39669], [2.26493, -0.57665, 0.68934], [-0.54642, -0.84196, -0.43879], [0.73820, -0.17426, -1.40031], [1.17528, 1.33153, 0.77349], [0.16124, 1.87883, -0.51609], [-0.65481, 1.15224, 2.73096], [-1.54639, 2.59235, 1.33418], [-2.33620, -1.62864, 2.03360], [-4.46550, -0.44854, -1.53392], [-2.70208, -0.39959, -1.75480], [-3.42199, -1.61664, -0.69735], [3.63059, 1.86408, -2.31012], [4.60041, 2.68573, -3.51384], [1.90726, 2.08845, -2.68148], [3.99251, 0.13693, -2.31085], [3.95735, 2.53220, -0.70648]],
  "nbo_charge": [-0.604, -0.411, -0.402, -0.705, 0.660, 0.996, -0.902, -0.718, -0.241, 0.225, 0.151, 0.238, 0.229, 0.214, 0.190, 0.250, 0.273, 0.284, 0.063, 0.071, 0.529, 0.224, 0.189, 0.188, -0.230, 0.102, 0.025, 0.063, 0.053],
  "homo_lumo_gap_ev": 10.1,
  "homo_ev": -13.86,
  "charge": 1,
  "energy_ha": -2594.85287
}

=====

3.
{
  "formula": "C4H5NO",
  "method": "wB97M-V/def2-TZVPD",
  "symbols": ["C", "C", "C", "C", "N", "O", "H", "H", "H", "H", "H"],
  "xyz": [[1.62102, 0.67302, -0.44272], [0.28921, 0.03637, -0.70299], [-0.50166, -0.72986, -0.05038], [-1.55598, -1.05065, 0.65750], [-2.15240, 0.02110, 1.37991], [-1.65298, 1.10487, 1.18279], [1.97618, 0.58886, 0.59180], [2.30027, 0.13134, -1.10077], [1.58545, 1.73206, -0.71951], [-0.00148, -0.48481, -1.64143], [-1.91866, -2.03066, 0.84586]],
  "nbo_charge": [-0.636, -0.243, 0.196, -0.300, 0.125, -0.331, 0.232, 0.229, 0.239, 0.269, 0.221],
  "homo_lumo_gap_ev": 8.6,
  "smiles": "CC=C=CN=O",
  "homo_ev": -8.83,
  "energy_ha": -285.22406
}

=====

4.
{
  "formula": "C47H47NP2Pd",
  "method": "wB97M-V/def2-TZVPD",
  "symbols": ["Pd", "C", "C", "C", "C", "C", "C", "C", "C", "C", "H", "H", "H", "H", "H", "H", "H", "H", "H", "H", "H", "H", "H", "H", "H", "P", "P", "C", "C", "C", "C", "C", "C", "C", "C", "C", "C", "C", "C", "C", "C", "C", "C", "C", "C", "C", "C", "C", "C", "C", "C", "C", "C", "H", "H", "H", "H", "H", "H", "H", "H", "H", "H", "H", "H", "H", "H", "H", "H", "H", "H", "H", "H", "H", "H", "C", "C", "C", "C", "C", "C", "N", "C", "C", "C", "C", "C", "C", "H", "H", "H", "H", "H", "H", "H", "H", "H", "H"],
  "xyz": [[-0.37524, 1.33582, -2.13709], [1.10080, 2.12772, -5.03621], [2.10339, 2.69196, -4.18436], [2.25660, 4.23145, -4.28773], [0.89248, 4.93722, -4.28833], [-0.25776, 4.29686, -3.51560], [-1.06730, 3.32678, -3.96884], [-1.18946, 3.15689, -5.45640], [0.22026, 2.78329, -6.00956], [-1.16288, 0.40462, -0.28706], [1.15975, 1.06682, -5.26402], [3.11942, 2.21399, -4.20994], [2.80461, 4.58510, -5.17808], [2.87089, 4.54649, -3.44758], [1.05512, 5.90272, -3.81877], [0.63202, 5.20354, -5.31858], [-0.69031, 5.09143, -2.85597], [-1.82545, 2.78912, -3.36542], [-1.46733, 4.08615, -5.96106], [-1.96343, 2.42820, -5.73949], [0.03863, 2.07330, -6.82448], [0.66019, 3.67352, -6.48247], [-1.24896, -0.69966, -0.38023], [-2.09505, 0.72312, 0.22696], [-0.34189, 0.56162, 0.41753], [1.95811, 1.95318, -2.41349], [-1.64278, 2.87981, -0.85395], [1.17843, 3.45389, -1.58471], [-0.04352, 3.80398, -1.03279], [3.45973, 1.69476, -1.30109], [4.37978, 2.73634, -1.01999], [5.64984, 2.46391, -0.46459], [5.92242, 1.17469, 0.01857], [4.95797, 0.15321, -0.07174], [3.76819, 0.41204, -0.77831], [1.82174, 0.04330, -3.32708], [0.54471, -0.39047, -3.72314], [0.32793, -1.29855, -4.78326], [1.42934, -1.74877, -5.52290], [2.71595, -1.37698, -5.11372], [2.91806, -0.49675, -4.02242], [-2.05064, 3.53217, 0.78060], [-1.01344, 3.83036, 1.70087], [-1.31343, 4.46320, 2.90459], [-2.63076, 4.86547, 3.16582], [-3.66783, 4.49321, 2.30897], [-3.39294, 3.83362, 1.10949], [-3.23885, 2.40755, -1.75093], [-3.41794, 1.01858, -1.98744], [-4.42268, 0.50351, -2.78226], [-5.21296, 1.39708, -3.49766], [-5.02082, 2.77361, -3.36678], [-4.15611, 3.29017, -2.39209], [1.86109, 4.26305, -1.84972], [-0.11418, 4.83059, -0.56017], [4.10398, 3.76748, -1.27771], [6.39903, 3.27117, -0.39895], [6.88523, 0.97883, 0.49066], [5.13373, -0.82682, 0.41039], [3.05561, -0.40955, -0.90744], [-0.45853, 0.09456, -3.42760], [-0.68572, -1.63548, -5.02286], [1.30116, -2.43642, -6.36238], [3.58716, -1.81280, -5.59862], [3.94323, -0.20960, -3.74865], [0.02883, 3.57794, 1.45968], [-0.52069, 4.63000, 3.63096], [-2.84199, 5.44671, 4.05881], [-4.70409, 4.70503, 2.57683], [-4.19881, 3.54465, 0.42799], [-2.74006, 0.28097, -1.54912], [-4.53899, -0.58617, -2.83698], [-5.96124, 0.99192, -4.16692], [-5.53280, 3.45508, -4.04624], [-4.15496, 4.37557, -2.16668], [-0.86733, -4.81644, -0.64494], [-0.49341, -3.92335, -1.66633], [0.16171, -2.74005, -1.37063], [0.47218, -2.41133, -0.01727], [0.04862, -3.29809, 1.01676], [-0.56497, -4.49879, 0.68619], [1.11687, -1.23787, 0.24072], [1.75967, -1.00278, 1.41146], [1.68259, 0.27040, 2.05120], [2.44010, 0.49351, 3.19043], [3.33380, -0.48297, 3.65813], [3.40741, -1.73059, 3.03054], [2.58859, -2.01970, 1.95077], [-1.35383, -5.75577, -0.90783], [-0.71976, -4.13081, -2.71124], [0.44411, -1.99595, -2.12118], [0.21989, -3.03444, 2.06266], [-0.83682, -5.19465, 1.48314], [1.04776, 1.05536, 1.63310], [2.33868, 1.45006, 3.70000], [3.97297, -0.26749, 4.51448], [4.08369, -2.51117, 3.35807], [2.54538, -3.00430, 1.46971]],
  "lowdin_spin": [0.026, 0.538, 0.109, 0.002, 0.006, 0.041, 0.031, 0.036, 0.080, 0.078, 0.021, 0.034, -0.001, 0.000, 0.000, 0.002, 0.003, 0.003, 0.000, 0.001, 0.003, 0.014, 0.010, 0.000, 0.002, 0.084, 0.281, 0.200, 0.118, 0.015, 0.005, -0.001, 0.005, 0.000, 0.007, 0.006, 0.012, 0.003, 0.000, 0.005, 0.000, 0.022, 0.025, -0.001, 0.023, -0.001, 0.024, 0.060, 0.017, 0.002, 0.009, 0.000, 0.013, 0.010, 0.003, 0.000, 0.000, 0.000, 0.000, 0.001, 0.005, 0.000, 0.000, 0.000, 0.001, 0.002, -0.001, 0.001, -0.001, 0.000, 0.001, 0.001, 0.001, 0.000, 0.001, 0.000, 0.000, 0.000, 0.001, 0.000, 0.000, 0.002, 0.000, 0.000, 0.000, 0.000, 0.000, 0.000, 0.000, 0.000, 0.000, 0.000, 0.000, 0.000, 0.000, 0.000, 0.000, 0.000],
  "s_squared": 2.0209,
  "spin_multiplicity": 3,
  "homo_lumo_gap_ev": [3.9, 3.7],
  "homo_ev": [-4.97, -4.97],
  "energy_ha": -2683.97503
}